Entry 1:
Computed, not measured: a molecular structure, C26H37N6O5Os, with ωB97M-V/def2-TZVPD.

- Kohn-Sham gap (spin up / spin down) (eV) = 7.361 / 5.019
- spin multiplicity = 5
- total charge = +3
- ΔE to the lowest compared entry with this formula, charge and spin (kcal per mole) = 12.1
- DFT total energy (eV) = -49183.131

```
75
C26H37N6O5Os (ωB97M-V/def2-TZVPD)
Os -0.14 0.10 0.25
C -3.60 0.34 5.02
O -2.62 0.35 3.97
C -1.96 1.52 3.78
C -2.08 2.65 4.55
C -1.33 3.81 4.29
C -0.45 3.82 3.26
C -0.30 2.68 2.43
C 0.60 2.77 1.37
N 0.86 1.83 0.47
N 1.79 2.15 -0.46
C 1.89 1.18 -1.38
O 1.11 0.12 -1.33
C 2.87 1.31 -2.43
C 3.59 2.50 -2.59
C 4.56 2.60 -3.60
C 4.81 1.51 -4.44
C 4.09 0.34 -4.29
C 3.12 0.23 -3.29
C -1.08 1.52 2.69
O -1.00 0.39 1.98
H -4.04 -0.65 5.01
H -4.37 1.08 4.84
H -3.13 0.51 5.99
H -2.77 2.65 5.39
H -1.44 4.68 4.92
H 0.16 4.70 3.06
H 1.16 3.69 1.25
H 3.38 3.34 -1.93
H 5.11 3.52 -3.73
H 5.56 1.59 -5.21
H 4.29 -0.50 -4.94
H 2.54 -0.68 -3.18
N -1.23 -4.59 3.33
C -1.07 -3.09 3.05
C -2.07 -2.61 2.01
C -1.68 -2.90 0.53
N -1.52 -1.61 -0.22
C -0.41 -3.72 0.39
C 0.77 -3.20 1.22
N 1.35 -2.04 0.51
C 0.36 -2.75 2.66
H -2.16 -4.81 3.69
H -0.55 -4.91 4.03
H -1.09 -5.15 2.50
H -1.30 -2.62 4.01
H -2.13 -1.53 2.16
H -3.07 -2.99 2.23
H -2.49 -3.45 0.07
H -2.40 -1.09 -0.24
H -1.33 -1.83 -1.20
H -0.11 -3.75 -0.66
H -0.61 -4.77 0.62
H 1.50 -4.00 1.30
H 1.63 -2.29 -0.43
H 2.19 -1.72 0.99
H 0.40 -1.67 2.70
H 1.07 -3.12 3.40
O -1.77 3.12 -0.68
C -2.53 2.14 -0.78
O -2.27 0.91 -0.60
C -3.98 2.44 -1.21
N -4.08 3.93 -1.46
C -5.09 4.52 -0.50
C -6.00 3.33 -0.19
C -5.01 2.16 -0.10
H -4.20 1.90 -2.12
H -4.33 4.14 -2.42
H -3.12 4.25 -1.28
H -5.59 5.37 -0.95
H -4.55 4.84 0.39
H -6.69 3.18 -1.02
H -6.58 3.49 0.71
H -5.49 1.20 -0.23
H -4.51 2.16 0.88
```

Here are the Löwdin charges for atoms 1 to 4, given in e: number 1, Os, carries 1.73; number 2, C, carries -0.04; number 3, O, carries -0.08; number 4, C, carries -0.21



Entry 2:
Computed, not measured: a molecular structure, C26H37O6Yb, with ωB97M-V/def2-TZVPD.

- Kohn-Sham gap (spin up / spin down) (eV) = 1.981 / 1.970
- spin multiplicity = 2
- total charge = -2
- DFT total energy (eV) = -71373.835

```
70
C26H37O6Yb (ωB97M-V/def2-TZVPD)
C 0.37 -0.21 -7.10
C 0.19 -0.88 -5.74
C -0.02 1.27 -6.95
C -0.80 1.43 -5.64
H -0.65 1.56 -7.78
H 0.86 1.90 -6.96
C -0.95 -0.10 -5.11
H 1.10 -0.76 -5.15
H 0.00 -1.96 -5.85
C -1.29 -0.59 -3.65
H -1.82 -0.48 -5.67
H -1.85 1.69 -5.85
C -0.23 2.60 -4.89
C 1.78 -0.40 -7.61
C -0.46 -0.83 -8.23
O -0.99 -0.19 -9.12
O 2.77 -0.53 -6.88
O 1.84 -0.45 -8.94
O -0.53 -2.17 -8.18
C -1.06 -2.74 -9.37
H -0.87 -3.81 -9.28
H -0.54 -2.32 -10.24
H -2.13 -2.54 -9.45
C 3.14 -0.69 -9.46
H 3.87 0.04 -9.08
H 3.03 -0.60 -10.54
H 3.47 -1.70 -9.19
O -0.84 -0.07 -2.48
H -0.92 -1.64 -3.55
H -2.41 -0.58 -3.56
C -1.15 3.22 -3.94
C 1.16 2.42 -4.49
H 1.84 3.12 -5.00
H 1.58 1.44 -4.75
H 1.36 2.58 -3.41
H -0.77 3.37 -2.91
H -2.10 2.68 -3.83
H -1.48 4.22 -4.27
Yb -0.32 0.49 -0.69
C -2.51 0.25 0.82
C -3.13 0.07 -0.45
C -2.70 -1.18 -0.97
H -3.82 0.77 -0.93
C -1.76 -1.74 -0.07
C -1.64 -0.87 1.05
H -0.98 -1.00 1.91
H -2.67 1.10 1.48
H -3.05 -1.63 -1.90
H -1.20 -2.66 -0.24
C 2.37 0.87 -0.58
C 1.93 0.02 0.48
C 1.52 -1.23 -0.10
H 1.87 0.28 1.54
C 1.72 -1.14 -1.52
C 2.26 0.15 -1.81
H 2.59 0.50 -2.78
H 2.75 1.89 -0.47
H 1.11 -2.08 0.43
H 1.52 -1.92 -2.25
C -0.40 2.23 2.61
C -0.06 3.06 1.38
C 1.33 3.66 1.49
O -0.21 2.42 0.16
H 0.13 1.27 2.62
H -1.46 2.04 2.69
H -0.09 2.77 3.52
H -0.80 3.87 1.30
H 2.08 2.87 1.59
H 1.56 4.24 0.60
H 1.39 4.30 2.37
```

Here are the Löwdin charges for atoms 1 to 4, given in e: number 1, C, carries -0.25; number 2, C, carries -0.09; number 3, C, carries -0.06; number 4, C, carries -0.21



Entry 3:
Computed, not measured: a molecular structure, C26H38AsF16IrN3SbSi3, with ωB97M-V/def2-TZVPD.

- Kohn-Sham gap (spin up / spin down) (eV) = 6.052 / 6.052
- total charge = +2
- ΔE to the lowest compared entry with this formula, charge and spin (kcal per mole) = 11.1
- DFT total energy (eV) = -169364.443

```
89
C26H38AsF16IrN3SbSi3 (ωB97M-V/def2-TZVPD)
Ir -0.96 -1.04 -0.44
C -3.77 -1.80 -0.75
N -2.91 -0.87 0.03
C -2.98 -1.20 1.49
C -2.24 -2.51 1.63
N -0.97 -2.39 0.88
C -0.09 -3.50 0.96
C -0.52 -4.84 0.93
F -1.80 -5.16 0.75
C 0.38 -5.89 0.99
F -0.05 -7.13 0.91
C 1.74 -5.63 1.13
F 2.60 -6.62 1.21
C 2.18 -4.32 1.20
F 3.46 -4.05 1.39
C 1.27 -3.29 1.10
F 1.72 -2.05 1.24
C -3.25 0.52 -0.35
C -2.70 0.74 -1.77
N -1.51 -0.12 -1.97
C -1.19 -0.41 -3.31
C -1.25 0.54 -4.34
F -1.59 1.80 -4.08
C -0.92 0.21 -5.64
F -0.94 1.14 -6.58
C -0.55 -1.09 -5.96
F -0.24 -1.41 -7.19
C -0.54 -2.06 -4.96
F -0.24 -3.31 -5.26
C -0.85 -1.71 -3.66
F -0.91 -2.69 -2.75
H -4.80 -1.69 -0.41
H -3.44 -2.83 -0.62
H -3.70 -1.56 -1.81
H -4.02 -1.31 1.82
H -2.51 -0.39 2.03
H -2.82 -3.32 1.22
H -2.05 -2.76 2.68
H -2.78 1.17 0.37
H -4.33 0.67 -0.33
H -2.42 1.78 -1.90
H -3.45 0.52 -2.53
F 0.94 -1.44 -1.17
As 2.51 -1.21 -2.19
F 3.14 -2.51 -1.29
F 1.82 -2.30 -3.31
F 3.91 -0.93 -3.11
F 1.63 0.10 -2.94
F 2.96 -0.13 -0.93
C -2.42 3.50 0.86
Si -1.19 2.82 2.09
C -1.99 1.74 3.41
C -0.23 4.22 2.83
Sb 0.50 1.15 0.81
Si 2.10 0.32 2.79
C 2.24 1.93 3.71
C 3.70 -0.25 2.10
C 1.07 -0.88 3.78
Si 2.07 2.97 -1.13
C 0.64 3.13 -2.24
C 3.67 2.41 -1.79
C 2.19 4.14 0.29
H -2.60 4.56 1.08
H -3.39 3.01 0.93
H -2.07 3.45 -0.17
H -2.19 2.31 4.32
H -1.36 0.90 3.68
H -2.95 1.37 3.06
H -0.94 4.75 3.48
H 0.11 4.94 2.08
H 0.62 3.94 3.44
H 2.53 2.78 3.10
H 3.03 1.81 4.46
H 1.32 2.15 4.24
H 4.30 0.60 1.75
H 3.61 -0.95 1.28
H 4.26 -0.74 2.90
H 0.55 -0.36 4.58
H 1.71 -1.63 4.25
H 0.34 -1.42 3.17
H 0.52 2.20 -2.80
H 0.81 3.93 -2.97
H -0.27 3.36 -1.69
H 3.57 1.64 -2.56
H 4.32 2.03 -1.01
H 4.15 3.29 -2.24
H 1.24 4.62 0.50
H 2.91 4.92 0.01
H 2.57 3.67 1.19
```

Here are the Löwdin charges for atoms 1 to 4, given in e: number 1, Ir, carries 1.34; number 2, C, carries 0.00; number 3, N, carries -0.36; number 4, C, carries -0.14



Entry 4:
Computed, not measured: 9 unconnected molecules or ions with the total composition C26H38Br14N2O4, with ωB97M-V/def2-TZVPD.

- Kohn-Sham gap (eV) = 8.950
- SMILES string = O=[N+]([O-])c1ccccc1.O=[N+]([O-])c1ccccc1.BrCCBr.BrCCBr.BrCCBr.BrCCBr.BrCCBr.BrCCBr.BrCCBr
- total charge = 0
- ΔE to the lowest compared entry with this formula, charge and spin (kcal per mole) = 0.0
- DFT total energy (eV) = -1019337.800

```
84
C26H38Br14N2O4 (ωB97M-V/def2-TZVPD)
Br -5.23 -1.07 5.85
C -4.67 -0.56 4.05
C -5.81 -0.82 2.96
Br -5.18 -0.32 1.13
H -3.78 -1.11 3.71
H -4.45 0.50 4.03
H -6.70 -0.22 3.13
H -6.15 -1.85 2.90
Br 2.97 -0.31 -0.70
C 3.21 -1.37 -2.34
C 1.83 -1.66 -2.90
Br 2.06 -2.72 -4.57
H 3.72 -2.31 -2.15
H 3.84 -0.74 -2.97
H 1.19 -0.82 -3.18
H 1.29 -2.25 -2.16
Br 2.53 -4.77 0.16
C 0.94 -5.13 -0.89
C -0.30 -5.65 -0.06
Br -1.80 -5.85 -1.37
H 1.25 -5.88 -1.62
H 0.71 -4.21 -1.43
H -0.64 -4.89 0.64
H -0.15 -6.58 0.48
Br 3.12 5.38 -0.53
C 1.57 5.09 0.66
C 0.72 6.38 0.70
Br -0.97 6.24 1.77
H 2.08 4.73 1.55
H 1.09 4.25 0.17
H 0.47 6.61 -0.34
H 1.27 7.20 1.16
Br 5.39 -1.60 2.85
C 3.60 -1.95 3.65
C 2.55 -1.97 2.60
Br 0.86 -2.85 3.15
H 3.36 -1.21 4.41
H 3.57 -2.94 4.11
H 2.94 -2.44 1.69
H 2.37 -0.91 2.42
Br -3.15 1.52 -2.60
C -4.58 2.42 -1.50
C -4.02 3.54 -0.62
Br -3.28 5.07 -1.70
H -4.88 1.60 -0.85
H -5.40 2.82 -2.09
H -3.22 3.18 0.03
H -4.82 3.93 0.01
Br -1.79 -2.42 -0.10
C -1.89 -0.54 0.52
C -0.51 0.05 0.35
Br -0.62 1.96 0.75
H -2.27 -0.47 1.54
H -2.68 -0.03 -0.03
H -0.11 0.03 -0.67
H 0.26 -0.37 1.00
C 3.85 2.67 1.83
C 2.83 1.87 2.29
C 2.44 1.80 3.64
C 3.08 2.64 4.60
C 4.19 3.39 4.15
C 4.60 3.44 2.82
N 2.60 2.64 6.00
O 1.81 1.73 6.34
O 2.97 3.55 6.76
H 4.10 2.63 0.78
H 2.33 1.27 1.54
H 1.58 1.21 3.91
H 4.62 4.08 4.86
H 5.34 4.19 2.60
C -1.35 -1.09 -3.98
C -1.68 -2.43 -3.98
C -1.56 -3.12 -5.19
C -1.22 -2.53 -6.40
C -0.99 -1.16 -6.37
C -0.88 -0.48 -5.14
N -1.19 -3.28 -7.63
O -0.78 -2.64 -8.60
O -1.77 -4.36 -7.66
H -1.44 -0.59 -3.03
H -2.12 -2.85 -3.09
H -1.86 -4.14 -5.38
H -0.72 -0.66 -7.28
H -0.53 0.54 -5.10
```

Here are the Löwdin charges for atoms 1 to 4, given in e: number 1, Br, carries 0.62; number 2, C, carries -0.68; number 3, C, carries -0.60; number 4, Br, carries 0.69



Entry 5:
Computed, not measured: a molecular structure, C26H38CuN7O6P, with ωB97M-V/def2-TZVPD.

- Kohn-Sham gap (spin up / spin down) (eV) = 8.116 / 8.109
- spin multiplicity = 2
- total charge = 0
- DFT total energy (eV) = -104226.236

```
79
C26H38CuN7O6P (ωB97M-V/def2-TZVPD)
Cu 1.53 -0.10 0.74
O 0.02 1.36 4.18
C 0.64 0.73 3.33
O 0.78 1.13 2.11
C 1.18 -0.65 3.71
C 0.47 -1.77 2.91
C 0.60 -3.10 3.65
C 2.10 -3.43 3.43
C 2.56 -2.25 2.57
O 1.37 -1.98 1.78
C 2.69 -0.98 3.43
C 3.56 0.06 2.72
O 4.63 0.38 3.22
O 3.18 0.49 1.55
H 0.96 -0.75 4.77
H -0.52 -1.51 2.54
H -0.04 -3.85 3.19
H 0.33 -3.01 4.70
H 2.22 -4.37 2.88
H 2.67 -3.50 4.35
H 3.40 -2.44 1.91
H 3.22 -1.19 4.35
N 1.75 -3.04 -2.94
C 0.37 -3.06 -2.97
C -0.02 -2.21 -1.98
N 1.07 -1.67 -1.36
C 2.12 -2.18 -1.95
C 3.45 -1.80 -1.52
N 3.58 -0.90 -0.59
C 4.93 -0.76 -0.37
C 5.62 -1.59 -1.20
N 4.66 -2.26 -1.94
H 2.36 -3.56 -3.55
H -0.17 -3.67 -3.67
H -1.01 -1.96 -1.66
H 5.30 -0.08 0.38
H 6.67 -1.78 -1.33
H 4.84 -2.96 -2.64
O -0.63 -0.08 0.26
P -1.46 0.86 -0.57
N -0.48 1.78 -1.53
C -1.00 3.03 -2.13
C 0.05 4.08 -1.78
C 1.35 3.27 -1.83
C 0.96 1.96 -1.16
N -2.42 1.87 0.31
C -3.89 1.83 0.34
C -4.24 3.14 1.04
C -3.14 3.29 2.10
C -1.94 2.47 1.58
N -2.52 0.11 -1.60
C -3.39 -0.98 -1.12
C -3.68 -1.80 -2.38
C -3.60 -0.76 -3.50
C -2.46 0.17 -3.07
H -1.98 3.27 -1.73
H -1.08 2.92 -3.21
H -0.11 4.45 -0.76
H 0.04 4.92 -2.46
H 2.18 3.75 -1.31
H 1.64 3.10 -2.87
H 1.08 2.05 -0.07
H 1.56 1.11 -1.52
H -4.27 0.98 0.92
H -4.29 1.77 -0.67
H -5.24 3.11 1.47
H -4.20 3.96 0.32
H -3.46 2.90 3.06
H -2.87 4.34 2.25
H -1.64 1.72 2.30
H -1.06 3.08 1.40
H -4.32 -0.59 -0.70
H -2.90 -1.56 -0.34
H -4.66 -2.28 -2.33
H -2.93 -2.58 -2.53
H -4.53 -0.20 -3.56
H -3.41 -1.20 -4.48
H -2.62 1.18 -3.43
H -1.49 -0.18 -3.44
```

Here are the Löwdin charges for atoms 1 to 4, given in e: number 1, Cu, carries 0.64; number 2, O, carries 0.04; number 3, C, carries -0.58; number 4, O, carries -0.08



Entry 6:
Computed, not measured: 2 unconnected molecules or ions with the total composition C26H38FNO2, with ωB97M-V/def2-TZVPD.

- Kohn-Sham gap (eV) = 3.169
- total charge = 0
- DFT total energy (eV) = -35876.348

```
68
C26H38FNO2 (ωB97M-V/def2-TZVPD)
C 5.44 -2.83 2.79
O 6.04 -3.05 1.53
C 5.85 -1.90 0.68
C 6.36 -2.27 -0.70
C 6.19 -1.17 -1.80
C 6.17 0.31 -1.32
C 4.76 0.95 -1.47
C 3.86 0.80 -0.24
C 2.76 1.87 -0.25
C 2.02 1.97 1.11
C 0.80 2.91 0.99
C -0.42 2.44 1.83
C -1.74 2.59 1.01
C -1.78 1.39 0.07
N -2.97 1.34 -0.82
C -2.84 1.89 -2.03
C -3.84 1.88 -2.95
C -5.05 1.27 -2.62
C -5.17 0.71 -1.36
C -4.13 0.75 -0.47
C -4.23 0.13 0.91
C -5.66 -0.27 1.32
O -6.38 0.41 2.01
C -6.14 -1.64 0.83
C -5.38 -2.74 1.17
C -5.79 -3.98 0.72
C -6.93 -4.16 -0.03
C -7.68 -3.03 -0.32
C -7.29 -1.78 0.08
H 5.57 -1.78 3.09
H 5.86 -3.50 3.55
H 4.36 -3.05 2.68
H 6.49 -1.11 1.10
H 4.78 -1.66 0.72
H 7.39 -2.63 -0.69
H 5.75 -3.13 -1.03
H 7.08 -1.27 -2.45
H 5.34 -1.40 -2.45
H 6.61 0.46 -0.33
H 6.81 0.87 -2.02
H 4.32 0.52 -2.38
H 4.85 2.03 -1.68
H 4.50 0.90 0.65
H 3.41 -0.21 -0.27
H 2.03 1.59 -1.03
H 3.19 2.84 -0.55
H 2.74 2.42 1.80
H 1.75 0.96 1.43
H 1.04 3.94 1.28
H 0.48 2.87 -0.06
H -0.48 2.90 2.82
H -0.29 1.36 1.97
H -2.58 2.61 1.72
H -1.65 3.55 0.48
H -0.91 1.48 -0.60
H -1.67 0.46 0.63
H -1.89 2.33 -2.29
H -3.68 2.33 -3.92
H -5.86 1.22 -3.33
H -6.10 0.22 -1.12
H -3.64 -0.80 0.87
H -3.74 0.75 1.67
H -4.48 -2.65 1.78
H -5.17 -4.84 0.96
H -7.23 -5.14 -0.37
H -8.60 -3.16 -0.89
H -7.87 -0.91 -0.18
F 4.66 3.87 -2.26
```

Here are the Löwdin charges for atoms 1 to 4, given in e: number 1, C, carries -0.13; number 2, O, carries -0.21; number 3, C, carries -0.24; number 4, C, carries -0.17



Question: Which of these has the highest total charge?
Answer: C26H37N6O5Os



Question: Which of these has the lowest total charge?
Answer: C26H37O6Yb



Question: Among the records above, which one has the lowest total charge?
Answer: C26H37O6Yb